Molecular formula: C4H5N3
Method: DFT, ωB97M-V/def2-TZVPD

ORCA input file:
```
! RIJCOSX wB97M-V def2-TZVPD def2/J DEFGRID3
* xyz 0 1
N -2.0811 0.1995 0.0729
C -0.7051 0.0603 0.0657
C 0.0376 1.1951 -0.0688
N 1.4116 1.0823 -0.0465
C 2.1841 0.1148 -0.0533
N 1.5633 -1.5444 -0.1016
C 0.3024 -1.5660 -0.0208
H -2.5335 1.1070 -0.0573
H -2.7091 -0.5515 0.2864
H -0.3153 2.2400 -0.1816
H 3.2712 0.0891 0.0993
H -0.4178 -2.4067 0.0048
*
```

Output
HOMO-LUMO gap ... 9.0 eV
Strongest force on any atom ... 0.0662 Eh/bohr

***

Molecular formula: C4H5N3
Method: DFT, ωB97M-V/def2-TZVPD

ORCA input file:
```
! RIJCOSX wB97M-V def2-TZVPD def2/J DEFGRID3
* xyz 0 1
C 0.0997 0.3191 -1.4241
N 0.1493 0.6248 -0.0593
C 0.4192 -0.4410 0.9829
C -0.1970 -0.0835 2.2779
N -0.6440 0.2173 3.3023
C -0.1240 -1.7105 0.4389
N -0.5031 -2.4462 -0.3677
H 0.1073 2.6121 -2.5019
H -0.9095 0.3296 -1.8288
H 0.8330 -0.0050 -2.1592
H -0.7324 1.0806 0.1760
H 1.5015 -0.4974 1.1629
*
```

Output
HOMO-LUMO gap (spin up / spin down) ... 10.1 / 7.9 eV
Strongest force on any atom ... 0.0328 Eh/bohr

***

Molecular formula: C4H5N3
Method: DFT, ωB97M-V/def2-TZVPD

ORCA input file:
```
! RIJCOSX wB97M-V def2-TZVPD def2/J DEFGRID3
* xyz 0 1
C -0.3953 1.3900 -0.2138
C -0.8399 0.1156 -0.0030
C 1.4557 -0.8053 -0.0744
C -2.1303 -0.2451 0.3222
H 0.6165 1.5799 -0.4895
H -1.1288 2.1974 -0.0393
H -0.1719 -1.8300 -0.5826
H 1.8128 -1.6691 -0.6933
H 1.7329 0.7736 1.0134
N 0.0870 -0.8565 -0.0748
N 2.2373 -0.0434 0.5613
N -3.2761 -0.6071 0.2739
*
```

Output
HOMO-LUMO gap ... 9.0 eV
SMILES ... [H]/N=C\NC(=C)C#N
Strongest force on any atom ... 0.1551 Eh/bohr

***

Molecular formula: C4H5N3
Method: DFT, ωB97M-V/def2-TZVPD

ORCA input file:
```
! RIJCOSX wB97M-V def2-TZVPD def2/J DEFGRID3
* xyz 0 1
C 1.6292 -1.0362 -0.1480
C 0.6058 -0.1950 0.1677
C -0.2876 0.6024 1.0870
C -1.3423 0.8439 -0.0846
N 1.3664 -1.3706 -1.4521
N 0.3449 -0.8170 -1.9032
N -0.1743 -0.0547 -0.8934
H 2.4906 -1.4460 0.2512
H -0.8174 -0.0902 1.7534
H 0.0643 1.4840 1.6899
H -2.1503 0.1960 0.0827
H -1.7292 1.8834 -0.5507
*
```

Output
HOMO-LUMO gap ... 10.1 eV
SMILES ... c1nnn2c1CC2
Strongest force on any atom ... 0.0662 Eh/bohr

***

Molecular formula: C4H5N3
Method: DFT, ωB97M-V/def2-TZVPD

ORCA input file:
```
! RIJCOSX wB97M-V def2-TZVPD def2/J DEFGRID3
* xyz 0 1
C 1.0796 1.1523 0.4544
C 0.6597 -0.1596 1.0391
C -0.8052 -0.3541 1.1050
C 0.2094 -0.1355 -1.3355
H 0.3978 2.0588 0.2283
H 2.0260 1.7246 0.7277
H 1.3889 -0.6859 1.6635
H -1.2906 -0.6507 2.0689
H 0.4914 -0.1054 -2.2775
N -1.5741 -0.4333 0.0788
N -1.0644 -0.3377 -1.1164
N 1.2278 0.0053 -0.3895
*
```

Output
HOMO-LUMO gap ... 9.0 eV
SMILES ... C1=NN=CN2C[C@@H]12
Strongest force on any atom ... 0.1101 Eh/bohr

***

Molecular formula: C4H5N3
Method: DFT, ωB97M-V/def2-TZVPD

ORCA input file:
```
! RIJCOSX wB97M-V def2-TZVPD def2/J DEFGRID3
* xyz 0 3
C 1.3156 0.3181 -0.9612
C 1.5110 -0.8734 -0.2350
C -0.8145 0.2926 -0.0999
C -0.3539 -0.2413 1.2149
N 0.0681 0.6825 -0.8892
N 0.7394 -1.0954 0.8106
N -2.9819 0.4425 -0.5788
H 2.0794 0.9550 -1.4406
H 2.3262 -1.4822 -0.5245
H -0.1898 0.5852 1.9639
H -0.9407 -0.9904 1.7303
H -2.7589 1.4068 -0.9905
*
```

Output
⟨S²⟩ ... 2.225
HOMO-LUMO gap (spin up / spin down) ... 7.9 / 7.4 eV
Strongest force on any atom ... 0.0707 Eh/bohr

***

Molecular formula: C4H5N3O
Method: DFT, ωB97M-V/def2-TZVPD

ORCA input file:
```
! RIJCOSX wB97M-V def2-TZVPD def2/J DEFGRID3
* xyz 0 1
C -1.1892 0.0461 -0.0650
C 0.2747 0.0481 -0.0374
C 1.1929 1.1073 0.1072
C 2.4082 0.4500 -0.0005
H -1.1699 -2.0940 -0.1550
H -2.6407 -1.2642 0.2384
H -2.8221 0.9771 -0.1760
H 0.9165 2.1247 0.2500
H 3.4632 0.7446 0.0453
N -1.6579 -1.2173 0.1050
N -1.8192 1.1405 -0.1531
N 0.8299 -1.1735 -0.0151
O 2.2136 -0.8895 -0.1438
*
```

Output
HOMO-LUMO gap ... 10.3 eV
SMILES ... [H]/N=C(\N)c1ccon1
Strongest force on any atom ... 0.0625 Eh/bohr

***

Molecular formula: C4H5N3O
Method: DFT, ωB97M-V/def2-TZVPD

ORCA input file:
```
! RIJCOSX wB97M-V def2-TZVPD def2/J DEFGRID3
* xyz 0 1
C -0.3603 1.4414 0.7996
C -0.7902 -0.0414 -0.5955
C -0.0280 -1.4245 -1.1667
C 0.8999 -1.0700 -0.0674
H 0.6250 1.8687 2.3861
H 0.4455 -1.0929 -2.1175
H -0.6056 -2.4442 -1.3016
H 0.7952 -1.5663 1.1787
H 1.9773 -0.9980 -0.3270
N -1.5012 1.8201 0.0613
N -1.6781 0.8776 -0.7502
N 0.1414 0.3529 0.1341
O 0.0791 2.2765 1.7663
*
```

Output
HOMO-LUMO gap ... 8.4 eV
Strongest force on any atom ... 0.1544 Eh/bohr

***

Molecular formula: C4H5N3O
Method: DFT, ωB97M-V/def2-TZVPD

ORCA input file:
```
! RIJCOSX wB97M-V def2-TZVPD def2/J DEFGRID3
* xyz 0 1
C -1.7262 0.2559 0.6358
C -1.5396 -0.8020 -0.3872
C 0.6678 0.1770 -0.2350
C 1.8112 0.9746 -0.2072
H -2.6603 0.8061 0.4967
H -1.3955 0.2053 1.7250
H -2.1542 -0.7554 -1.2906
H -0.8907 -1.6375 -0.2508
H 1.9727 2.0372 -0.4373
N -0.6558 0.4786 -0.3524
N 2.8793 0.2452 0.0899
N 2.5771 -0.9761 0.1927
O 1.1143 -1.0090 0.0205
*
```

Output
HOMO-LUMO gap ... 10.1 eV
SMILES ... c1nnoc1N1CC1
Strongest force on any atom ... 0.0604 Eh/bohr

***

Molecular formula: C4H5N3O
Method: DFT, ωB97M-V/def2-TZVPD

ORCA input file:
```
! RIJCOSX wB97M-V def2-TZVPD def2/J DEFGRID3
* xyz 0 1
C 1.3612 -0.1290 0.4309
C 0.9354 1.3410 0.0499
C -2.0556 -0.3990 -0.1001
C -0.0739 -0.5145 0.2161
H 2.5520 -1.5575 -0.2790
H 1.6922 -0.2342 1.4669
H 1.3949 1.7379 -0.8687
H 0.9937 2.1009 0.7842
H -3.1105 -0.7156 -0.1646
N -0.4247 0.7808 0.0059
N -1.7364 0.8246 -0.2285
N -1.0665 -1.3228 0.1228
O 2.2584 -0.6376 -0.4777
*
```

Output
HOMO-LUMO gap ... 10.4 eV
Strongest force on any atom ... 0.0799 Eh/bohr

***

Molecular formula: C4H5N3O
Method: DFT, ωB97M-V/def2-TZVPD

ORCA input file:
```
! RIJCOSX wB97M-V def2-TZVPD def2/J DEFGRID3
* xyz 0 1
C 0.2952 0.8683 -0.2041
C 1.6563 0.4682 -0.1501
C 1.8356 -0.9204 -0.0773
C -1.5836 -1.0201 -0.3447
H -0.1160 2.7147 0.7539
H 2.5764 1.1700 -0.1042
H 2.9378 -1.3395 0.2390
H -1.8725 -2.0412 -0.6180
H -2.8185 0.5645 0.7525
N 0.6354 -1.4756 -0.0250
N -0.2317 -0.4707 0.0295
N -2.7529 -0.4187 0.0165
O -0.5617 1.9004 -0.2681
*
```

Output
HOMO-LUMO gap ... 8.2 eV
Strongest force on any atom ... 0.1476 Eh/bohr

***

Molecular formula: C4H5N3O
Method: DFT, ωB97M-V/def2-TZVPD

ORCA input file:
```
! RIJCOSX wB97M-V def2-TZVPD def2/J DEFGRID3
* xyz 0 1
C -1.6367 0.0217 -0.0526
C 1.7914 0.3496 0.0355
C 0.9825 -1.0860 0.1014
C -0.3455 -0.2670 -0.1555
H -3.5363 -0.2217 -0.4038
H 2.3244 0.8543 0.8142
H 2.2584 0.2534 -1.0213
H 1.3476 -1.8800 -0.6544
H 1.1370 -1.5425 1.0660
N -1.5785 1.4725 0.0359
N -0.3714 1.9183 0.0744
N 0.3676 0.8450 0.0138
O -2.7404 -0.7177 0.1465
*
```

Output
HOMO-LUMO gap ... 9.8 eV
SMILES ... Oc1nnn2c1CC2
Strongest force on any atom ... 0.1000 Eh/bohr

***

Molecular formula: C4H5N3O
Method: DFT, ωB97M-V/def2-TZVPD

ORCA input file:
```
! RIJCOSX wB97M-V def2-TZVPD def2/J DEFGRID3
* xyz 0 1
C -0.1186 -0.8546 1.5765
C -0.2063 -0.0787 0.2361
C -0.8219 1.0059 -1.5657
C 0.8500 0.3784 -0.4793
H 0.5225 -1.7474 1.5885
H -1.1650 -1.0729 1.9599
H 0.3877 -0.1766 2.3379
H -2.2916 0.3388 -0.0520
H -1.5089 1.4222 -2.3262
N -1.3298 0.3422 -0.4631
N 0.5360 1.0876 -1.5246
N 2.1170 -0.3069 -0.2043
O 3.0291 -0.3380 -1.0837
*
```

Output
HOMO-LUMO gap ... 8.7 eV
SMILES ... Cc1[nH]cnc1N=O
Strongest force on any atom ... 0.0972 Eh/bohr

***

Molecular formula: C4H5N3O
Method: DFT, ωB97M-V/def2-TZVPD

ORCA input file:
```
! RIJCOSX wB97M-V def2-TZVPD def2/J DEFGRID3
* xyz 0 1
C -0.5241 -1.7328 -0.6164
N 0.6099 -0.9265 -0.0194
C 0.9338 0.6173 1.4138
C -0.0357 1.4387 1.1422
C -0.2730 -0.3694 -0.9644
N -0.7101 2.4362 1.1374
N -0.3885 0.4425 -1.9074
O 2.0013 0.3840 1.8859
H 1.5806 -1.0326 -0.2983
H -0.5808 3.0270 1.9660
H -1.1583 0.2018 -2.5322
H -1.3170 -1.9883 0.0703
H -0.1381 -2.4979 -1.2774
*
```

Output
HOMO-LUMO gap (spin up / spin down) ... 7.0 / 7.2 eV
SMILES ... [H]/N=C1\CN1.N=C=C=O
Strongest force on any atom ... 0.0746 Eh/bohr

***

Molecular formula: C4H5N3O
Method: DFT, ωB97M-V/def2-TZVPD

ORCA input file:
```
! RIJCOSX wB97M-V def2-TZVPD def2/J DEFGRID3
* xyz 0 1
C -0.5149 -0.3656 0.2392
C -1.7817 0.4437 -0.1411
C 0.7643 0.2525 0.0901
C 1.9846 -0.5440 -0.1016
H -1.9715 -1.8030 -0.0027
H -0.2585 -2.6636 -0.4182
H -1.7903 1.6146 -0.1290
H 1.7939 1.9829 -0.5777
H 1.4840 1.9935 1.0072
N -0.8348 -1.6663 0.5041
N 0.9537 1.8041 0.1744
N 3.0267 -1.0176 -0.3115
O -2.8555 -0.0312 -0.3332
*
```

Output
HOMO-LUMO gap ... 8.2 eV
Strongest force on any atom ... 0.1439 Eh/bohr

***

Molecular formula: C4H5N3O3
Method: DFT, ωB97M-V/def2-TZVPD

ORCA input file:
```
! RIJCOSX wB97M-V def2-TZVPD def2/J DEFGRID3
* xyz 0 1
O 0.0414 1.9394 -1.2657
C 1.0510 1.2873 -1.2570
O 2.0697 1.4204 -2.1386
N 2.9712 0.3642 -1.9875
C 2.6138 -0.2183 -0.8953
N 1.3275 0.1176 -0.5768
C 0.3209 -0.7382 0.0007
C 0.1419 -0.4940 1.4504
N -0.2085 0.1480 2.3792
H 3.1281 -1.0853 -0.4860
H -0.6289 -0.5629 -0.5228
H 0.5805 -1.7936 -0.1542
O -2.5403 -2.5881 2.0960
H -2.8451 -2.6379 1.1842
H -2.3569 -1.5338 2.4383
*
```

Output
HOMO-LUMO gap ... 10.4 eV
SMILES ... N#CCn1cnoc1=O.O
Strongest force on any atom ... 0.0994 Eh/bohr

***

Molecular formula: C4H5N3O3
Method: DFT, ωB97M-V/def2-TZVPD

ORCA input file:
```
! RIJCOSX wB97M-V def2-TZVPD def2/J DEFGRID3
* xyz 0 1
C -1.9537 1.1675 -0.8024
C -0.5760 1.0852 -0.5840
C 1.7465 -0.8420 1.3083
C 0.3168 -0.5835 1.6537
N -2.3455 -0.0197 -1.2157
N -1.3110 -0.7768 -1.2764
N -0.2038 -0.1059 -0.8739
O 0.6121 -1.8127 1.2947
O 2.7362 -0.8761 2.2066
O -0.6148 0.0461 2.0457
H -2.6296 1.9620 -0.5430
H 0.1645 1.7559 0.0333
H 1.9590 -0.6601 0.2423
H 3.2910 -1.6900 2.3998
H -1.0798 -1.6441 -1.8728
*
```

Output
HOMO-LUMO gap ... 10.5 eV
SMILES ... O=C1O[C@@H]1O.c1cn[nH]n1
Strongest force on any atom ... 0.0689 Eh/bohr

***

Molecular formula: C4H5N3O3
Method: DFT, ωB97M-V/def2-TZVPD

ORCA input file:
```
! RIJCOSX wB97M-V def2-TZVPD def2/J DEFGRID3
* xyz 0 1
C 0.4659 1.9199 1.9321
C -0.1502 0.7006 1.9118
C 0.4838 1.3279 -0.0544
C -1.3101 -1.2151 -1.9487
N 0.7949 2.3364 0.7313
N -0.0642 0.3174 0.6465
N -0.2454 -1.1868 -2.5004
O -2.4361 -0.9882 -1.8723
O 1.0219 -1.8664 -2.2421
O -0.2985 -0.9227 0.1586
H 0.4478 2.5953 2.7905
H -0.6382 0.1236 2.7514
H 0.8364 1.0983 -0.9799
H 0.2563 -1.4893 0.4445
H 0.8358 -2.7508 -1.7687
*
```

Output
HOMO-LUMO gap ... 8.6 eV
SMILES ... On1ccnc1.O=C=NO
Strongest force on any atom ... 0.1879 Eh/bohr

***

Molecular formula: C4H5N3O3S
Method: DFT, ωB97M-V/def2-TZVPD

ORCA input file:
```
! RIJCOSX wB97M-V def2-TZVPD def2/J DEFGRID3
* xyz 0 1
C 1.7819 -0.9741 2.1914
C 2.8097 -1.9988 0.2749
C 0.2010 1.3789 -0.1229
C 2.3550 -0.8212 0.9415
N 1.3163 -1.4792 3.1041
N 3.0967 -2.9796 -0.2163
N -0.6102 -1.2392 -0.1006
O 1.4193 1.3675 2.1769
O 2.4031 2.8465 0.4949
O 2.4388 0.3276 0.2156
S 1.6382 1.7029 0.8185
H 0.3627 1.2823 -1.1529
H -0.2134 0.2869 0.1926
H -0.5469 2.2896 -0.0777
H -0.8159 -1.4016 -1.0894
H -1.3728 -1.6023 0.4313
*
```

Output
HOMO-LUMO gap (spin up / spin down) ... 9.8 / 6.8 eV
Strongest force on any atom ... 0.0659 Eh/bohr

***

Molecular formula: C4H5N4S
Method: DFT, ωB97M-V/def2-TZVPD

ORCA input file:
```
! RIJCOSX wB97M-V def2-TZVPD def2/J DEFGRID3
* xyz -1 1
C 2.0132 0.1775 0.0622
C -0.7157 1.9192 -0.1643
C 0.1919 -1.0234 -1.0249
C 0.7258 -0.2318 0.1421
N 3.9791 1.0353 0.4690
N 2.7720 0.9046 0.9986
N 2.7907 0.0205 -1.0534
N 4.0094 0.5654 -0.7374
S -2.2622 2.0528 0.2116
H -0.0387 2.7051 -0.4079
H 0.9477 -1.1913 -1.7865
H -0.7230 -0.8178 -1.6325
H -0.1549 -2.0386 -0.7240
H 0.0204 -0.4069 1.0467
*
```

Output
HOMO-LUMO gap (spin up / spin down) ... 7.2 / 6.1 eV
Strongest force on any atom ... 0.1140 Eh/bohr